ORCA calculation (ωB97M-V/def2-TZVPD) on 12 unconnected molecules or ions with the total composition C40H70N6O14S2 at a distorted geometry.

Molecular weight in g/mol: 923.16
Frontier orbital gap in eV: 8.47
LUMO level in eV: 0.26
Energy above the lowest of the compared OMol25 structures with the same formula, charge and spin in kcal per mole: 18.9
Largest force on an atom in hartree/bohr: 0.138

Each line ends with the Mulliken charge.
Element x y z (Å)
C: 2.983 -1.176 -3.149  -0.030
C: 3.670 -1.289 -1.817  -0.185
O: 4.077 -0.030 -1.451  -0.276
C: 3.386 0.858 -2.258  0.514
O: 3.457 2.103 -2.198  -0.597
O: 2.635 0.186 -3.194  -0.118
H: 2.100 -1.812 -3.089  -0.117
H: 3.608 -1.407 -4.012  0.299
H: 4.548 -1.935 -1.820  0.324
H: 2.914 -1.738 -1.174  0.044
C: -1.164 0.381 0.228  0.504
C: -0.169 -0.544 0.744  0.175
O: 0.541 0.209 1.689  0.056
C: -0.239 1.215 2.165  0.446
O: -0.127 1.767 3.241  -0.623
O: -1.181 1.359 1.214  -0.373
H: -2.149 -0.028 0.005  0.266
H: -0.759 0.896 -0.644  -0.370
H: 0.552 -0.972 0.047  -0.076
H: -0.700 -1.375 1.208  -0.002
C: -1.388 5.142 5.298  -0.349
C: -0.597 4.497 4.201  0.105
O: 0.344 5.527 3.793  -0.209
C: 0.123 6.690 4.455  0.579
O: 0.632 7.827 4.314  -0.595
O: -0.870 6.465 5.370  -0.347
H: -1.129 4.620 6.219  0.248
H: -2.457 5.165 5.086  0.274
H: -1.233 4.138 3.391  0.124
H: 0.019 3.754 4.709  0.166
C: 3.196 -5.979 2.034  -0.493
C: 2.381 -5.792 3.283  -0.277
O: 1.803 -4.647 3.086  -0.344
C: 1.860 -4.197 1.841  0.744
O: 1.253 -3.210 1.392  -0.464
O: 2.696 -4.937 1.177  -0.344
H: 2.874 -6.879 1.509  0.348
H: 4.269 -5.985 2.225  0.312
H: 3.034 -5.599 4.135  0.336
H: 1.621 -6.555 3.448  0.216
C: -1.086 0.965 -4.136  -0.903
C: -0.743 1.884 -5.326  -0.505
C: 0.723 1.781 -5.736  0.318
C: 1.145 0.462 -6.072  0.035
N: 1.449 -0.656 -6.310  -0.671
H: -0.526 1.063 -3.206  0.081
H: -0.982 -0.090 -4.391  0.375
H: -2.107 1.111 -3.785  0.372
H: -0.932 2.902 -4.985  0.305
H: -1.414 1.695 -6.164  0.386
H: 1.338 2.068 -4.883  -0.259
H: 1.062 2.363 -6.593  0.525
C: 0.760 -5.218 -2.961  -0.749
C: -0.535 -5.214 -3.733  -0.621
C: -0.989 -3.759 -4.006  -0.525
C: -0.885 -2.820 -2.854  0.339
N: -0.852 -2.056 -1.980  -0.419
H: 1.147 -6.234 -2.888  0.345
H: 0.556 -4.788 -1.980  -0.009
H: 1.491 -4.655 -3.542  0.326
H: -1.316 -5.698 -3.147  0.272
H: -0.420 -5.762 -4.668  0.385
H: -1.965 -3.623 -4.472  0.478
H: -0.192 -3.468 -4.690  0.210
C: -4.898 3.615 -4.266  -1.083
C: -4.072 4.234 -3.041  -0.967
C: -3.241 3.302 -2.187  0.921
C: -3.902 2.120 -1.603  0.196
N: -4.469 1.206 -1.165  -0.540
H: -4.287 2.864 -4.766  0.240
H: -5.279 4.290 -5.031  0.374
H: -5.733 3.049 -3.854  0.319
H: -4.829 4.763 -2.461  0.376
H: -3.400 5.020 -3.384  0.408
H: -2.753 3.849 -1.380  0.217
H: -2.416 2.863 -2.748  -0.422
C: -5.347 -0.282 1.865  -0.821
C: -6.455 0.763 2.318  -0.363
C: -7.809 0.189 2.811  -0.513
C: -8.584 0.972 3.678  0.122
N: -9.132 1.645 4.416  -0.412
H: -5.656 -1.020 1.125  0.346
H: -4.974 -0.826 2.733  0.403
H: -4.591 0.369 1.425  0.037
H: -6.730 1.305 1.413  0.222
H: -6.104 1.429 3.105  0.379
H: -7.850 -0.669 3.481  0.257
H: -8.423 -0.173 1.988  0.341
C: 0.555 4.334 -0.405  -0.544
C: 1.563 5.433 -0.694  -0.567
C: 2.499 5.269 -1.982  -0.122
C: 1.778 4.813 -3.193  0.182
N: 1.210 4.348 -4.160  -0.604
H: -0.377 4.441 -0.960  0.368
H: 0.238 4.300 0.637  0.081
H: 0.965 3.346 -0.613  0.116
H: 2.216 5.532 0.173  0.292
H: 1.016 6.372 -0.783  0.381
H: 3.342 4.586 -1.877  -0.042
H: 2.942 6.200 -2.335  0.493
C: -1.499 -5.100 0.659  -0.684
C: -1.242 -6.162 1.624  0.007
C: -1.247 -7.610 1.050  -0.546
C: -0.135 -7.691 0.104  0.316
N: 0.693 -7.769 -0.653  -0.463
H: -0.696 -5.093 -0.078  -0.174
H: -1.768 -4.142 1.104  0.251
H: -2.396 -5.404 0.119  0.473
H: -1.982 -6.154 2.424  0.450
H: -0.309 -5.902 2.126  -0.278
H: -2.183 -7.817 0.531  0.323
H: -1.154 -8.312 1.879  0.343
C: 5.586 2.935 0.950  -1.076
S: 4.173 2.012 1.709  0.918
O: 4.851 1.277 2.849  -0.706
C: 3.300 3.482 2.350  -0.487
H: 5.184 3.514 0.118  0.203
H: 6.369 2.285 0.560  0.373
H: 5.919 3.581 1.763  0.373
H: 2.463 3.078 2.921  0.083
H: 3.007 4.023 1.450  -0.209
H: 3.878 4.218 2.910  0.535
C: 2.878 -1.049 3.609  -0.287
S: 4.224 -1.194 4.921  0.522
O: 3.881 -2.045 6.136  -0.666
C: 5.379 -2.068 3.801  -0.693
H: 2.134 -0.319 3.929  0.316
H: 2.466 -2.013 3.310  -0.057
H: 3.263 -0.650 2.670  0.083
H: 5.758 -1.253 3.184  0.300
H: 4.915 -2.825 3.169  0.010
H: 6.134 -2.650 4.330  0.400

ORCA calculation (ωB97M-V/def2-TZVPD) on a molecular structure, C45H57CeClN4O3P2S at a distorted geometry.

Molecular weight in g/mol: 971.56
Frontier orbital gap (alpha / beta) in eV: 6.81 / 4.43
Spin multiplicity: 2
LUMO level (alpha / beta) in eV: -2.22 / -4.59
Charge: +1
Largest force on an atom in hartree/bohr: 0.082

Each line ends with the Mulliken charge.
Element x y z (Å)
Ce: -0.275 -0.451 -0.368  -0.416
C: 1.092 -1.464 4.480  -1.869
C: 0.326 -2.625 3.846  0.309
C: 1.179 -3.891 3.936  -1.654
P: -0.408 -2.306 2.122  1.297
C: -1.950 -3.355 2.263  1.709
C: -1.891 -4.663 3.050  -1.708
C: -3.021 -2.423 2.847  -1.711
C: 0.820 -3.202 1.092  0.447
C: 0.779 -4.497 0.604  0.127
C: 1.860 -5.032 -0.087  0.472
C: 1.821 -6.430 -0.635  -1.883
C: 2.996 -4.238 -0.271  -1.087
C: 3.054 -2.937 0.181  0.143
C: 1.955 -2.388 0.853  -1.177
N: 1.781 -1.055 1.187  1.276
C: 2.739 -0.299 1.766  -0.246
C: 3.990 -0.796 2.203  -0.667
C: 4.852 -0.014 2.931  -1.398
C: 4.508 1.291 3.289  0.605
C: 5.423 2.144 4.115  -1.540
C: 3.268 1.785 2.872  -0.227
C: 2.389 1.041 2.111  -0.535
P: 0.782 1.666 1.479  0.979
C: 1.127 3.460 1.065  1.473
C: 2.376 3.510 0.178  -1.550
C: 1.168 4.527 2.159  -1.399
C: -0.356 1.650 2.972  1.614
C: -1.639 2.421 2.649  -1.433
C: 0.240 2.095 4.306  -1.759
H: 1.191 -1.645 5.552  0.620
H: 2.094 -1.388 4.071  0.325
H: 0.589 -0.511 4.341  0.379
H: -0.574 -2.771 4.450  0.821
H: 2.129 -3.751 3.418  0.217
H: 1.397 -4.103 4.985  0.517
H: 0.692 -4.764 3.506  0.242
H: -2.243 -3.593 1.243  -0.779
H: -1.631 -4.505 4.096  0.327
H: -2.881 -5.124 3.026  0.484
H: -1.186 -5.378 2.624  0.265
H: -2.773 -2.136 3.874  0.321
H: -3.116 -1.519 2.244  0.221
H: -3.987 -2.932 2.867  0.480
H: -0.104 -5.104 0.762  0.126
H: 0.867 -6.913 -0.426  0.390
H: 1.974 -6.418 -1.716  0.341
H: 2.616 -7.038 -0.200  0.400
H: 3.843 -4.637 -0.817  0.458
H: 3.903 -2.313 -0.068  0.681
H: 4.250 -1.827 2.008  0.473
H: 5.797 -0.429 3.260  0.379
H: 6.289 1.580 4.455  0.406
H: 5.780 3.000 3.539  0.327
H: 4.900 2.536 4.989  0.373
H: 2.998 2.787 3.170  0.407
H: 0.273 3.707 0.433  -0.008
H: 3.287 3.422 0.769  0.328
H: 2.373 2.701 -0.559  0.180
H: 2.414 4.456 -0.363  0.475
H: 1.944 4.361 2.903  0.136
H: 1.372 5.491 1.688  0.506
H: 0.214 4.615 2.675  0.338
H: -0.622 0.590 3.043  -0.698
H: -1.455 3.494 2.570  0.206
H: -2.082 2.072 1.719  0.245
H: -2.366 2.266 3.449  0.517
H: 0.361 3.176 4.348  0.318
H: -0.441 1.807 5.109  0.453
H: 1.206 1.633 4.509  0.378
C: -2.809 -5.850 -4.902  -1.763
C: -1.831 -4.770 -4.535  0.981
C: -0.580 -5.072 -4.001  -0.802
C: 0.274 -4.067 -3.583  -0.552
C: -0.117 -2.745 -3.724  -0.205
C: -1.320 -2.416 -4.332  -0.207
C: -2.172 -3.431 -4.726  -0.698
S: 0.854 -1.485 -2.946  1.224
O: 2.091 -1.261 -3.628  -0.805
O: 1.005 -1.909 -1.528  0.113
N: -0.149 -0.260 -2.795  0.296
C: 0.302 1.042 -2.744  0.282
C: 1.348 1.606 -3.496  -0.979
C: 1.528 2.970 -3.440  -0.434
C: 0.667 3.751 -2.673  -0.863
C: -0.268 3.104 -1.898  -0.717
N: -0.412 1.776 -1.876  0.190
H: -2.732 -6.090 -5.964  0.373
H: -3.828 -5.513 -4.712  0.381
H: -2.626 -6.762 -4.335  0.391
H: -0.273 -6.106 -3.895  0.440
H: 1.226 -4.298 -3.119  0.548
H: -1.586 -1.376 -4.466  0.422
H: -3.127 -3.185 -5.174  0.440
H: 1.968 0.975 -4.113  0.582
H: 2.327 3.434 -4.004  0.435
H: 0.731 4.830 -2.671  0.487
H: -0.957 3.650 -1.263  0.750
O: -2.110 0.655 -0.013  -0.474
N: -2.609 -0.572 -0.083  0.166
Cl: -1.633 -2.991 -1.087  0.918
C: -3.364 -3.200 -1.002  0.531
C: -3.870 -4.479 -0.863  -0.551
C: -5.244 -4.659 -0.805  -0.956
C: -6.087 -3.561 -0.891  -0.733
C: -5.557 -2.286 -1.025  -0.966
C: -4.184 -2.083 -1.086  0.048
C: -3.589 -0.711 -1.162  -0.661
H: -3.194 -5.324 -0.799  0.577
H: -5.649 -5.655 -0.695  0.489
H: -7.159 -3.698 -0.837  0.431
H: -6.218 -1.429 -1.079  0.470
H: -4.359 0.055 -1.045  0.598
H: -3.102 -0.532 -2.137  0.038

ORCA calculation (ωB97M-V/def2-TZVPD) on 2 unconnected molecules or ions with the total composition C4H13N2.

Molecular weight in g/mol: 89.16
Frontier orbital gap in eV: 7.46
LUMO level in eV: -5.20
Charge: +1
Energy above the lowest of the compared OMol25 structures with the same formula, charge and spin in kcal per mole: 48.2
Largest force on an atom in hartree/bohr: 0.013

Each line ends with the Mulliken charge.
Element x y z (Å)
C: 1.854 -1.050 -0.576  -0.732
C: 1.379 -1.868 1.672  -0.044
N: 1.125 -1.099 0.702  0.094
H: 2.451 -0.145 -0.576  0.344
H: 1.119 -1.092 -1.369  0.264
H: 2.483 -1.935 -0.638  0.348
H: 2.185 -2.583 1.590  0.260
H: 0.785 -1.794 2.578  0.278
H: 0.333 -0.459 0.773  0.105
C: -1.636 0.129 -0.697  -1.292
C: -0.930 1.478 -0.668  -0.042
N: -1.738 2.438 0.068  -0.615
H: -2.665 0.278 -1.018  0.371
H: -1.190 -0.582 -1.391  0.299
H: -1.694 -0.310 0.309  0.360
H: 0.101 1.374 -0.278  0.258
H: -0.812 1.830 -1.691  0.303
H: -1.930 2.089 1.004  0.197
H: -1.221 3.300 0.205  0.247

ORCA calculation (ωB97M-V/def2-TZVPD) on 2 unconnected molecules or ions with the total composition C5H10O2 at a distorted geometry.

Molecular weight in g/mol: 102.13
Frontier orbital gap (alpha / beta) in eV: 8.09 / 7.98
Spin multiplicity: 2
LUMO level (alpha / beta) in eV: -5.32 / -6.78
Charge: +1
Energy above the lowest of the compared OMol25 structures with the same formula, charge and spin in kcal per mole: 18.8
Largest force on an atom in hartree/bohr: 0.042

Each line ends with the Mulliken charge.
Element x y z (Å)
C: 0.784 2.353 0.961  -1.145
C: 0.424 1.498 -0.173  -0.146
C: 0.601 0.125 -0.259  -0.074
C: -0.306 -0.700 -0.859  -0.195
C: 0.031 -1.974 -1.267  -0.132
O: -0.427 -2.438 -2.385  -0.344
H: 1.681 2.944 0.706  0.378
H: -0.031 3.004 1.256  0.340
H: 1.238 1.800 1.786  0.354
H: -0.222 1.960 -0.920  0.397
H: 1.556 -0.246 0.099  0.329
H: -1.228 -0.175 -1.093  0.427
H: 0.860 -2.509 -0.810  0.359
H: 0.140 -3.145 -2.732  0.405
H: -2.302 -1.315 1.893  0.332
H: -1.058 -0.576 1.560  0.339
O: -1.742 -0.607 2.239  -0.624